ORCA calculation (ωB97M-V/def2-TZVPD) on C24H25ClN5NiS4 as an isolated structure.

Calculated values
Spin multiplicity: 3
Total charge: -1
Energy relative to the best compared isomer or geometry (same formula, charge and spin) in kJ/mol: 121.4
⟨S²⟩: 2.02
E_tot in Eh: -4764.64173

The geometry in XYZ format:
```
60
Properties=species:S:1:pos:R:3:nbo_charge:R:1
Ni 0.251 -0.185 -0.004 1.09
S 3.085 1.579 1.947 -0.37
C 1.422 1.771 2.225 -0.07
N 0.403 1.178 1.629 -0.66
C -0.814 1.543 2.192 0.20
C -2.065 1.071 1.785 -0.26
C -3.197 1.506 2.452 -0.22
C -3.110 2.409 3.513 -0.25
C -1.878 2.893 3.920 -0.23
C -0.737 2.455 3.259 -0.26
S 0.928 2.862 3.527 0.33
H -2.113 0.413 0.925 0.26
H -4.168 1.147 2.133 0.20
H -4.011 2.740 4.017 0.20
H -1.805 3.602 4.736 0.21
C 0.812 -1.050 3.646 -0.67
C 0.024 -1.997 2.808 0.11
N -0.093 -1.957 1.510 -0.48
C -0.861 -3.007 1.046 0.11
C -1.356 -3.835 2.007 -0.45
S -0.818 -3.311 3.542 0.41
C -1.022 -3.154 -0.397 0.09
C -1.861 -3.990 -1.073 -0.44
S -1.647 -3.756 -2.757 0.40
C -0.447 -2.551 -2.444 0.12
N -0.237 -2.357 -1.181 -0.44
C 0.253 -1.768 -3.498 -0.68
H 1.691 -0.704 3.101 0.27
H 1.122 -1.533 4.573 0.21
H 0.210 -0.176 3.899 0.25
H -1.963 -4.716 1.870 0.23
H -2.586 -4.684 -0.675 0.23
H -0.408 -1.563 -4.341 0.22
H 1.140 -2.293 -3.863 0.21
H 0.512 -0.814 -3.031 0.30
C -2.481 2.015 -2.034 -0.61
C -0.960 1.869 -1.827 0.06
C -0.499 3.015 -0.902 -0.62
C -0.274 2.075 -3.195 -0.61
N -0.674 0.559 -1.332 -1.13
H -2.754 3.008 -2.417 0.18
H -2.994 1.857 -1.083 0.20
H -2.829 1.252 -2.735 0.20
H -0.671 4.005 -1.348 0.18
H 0.568 2.915 -0.683 0.20
H -1.034 2.973 0.047 0.20
H -0.482 3.064 -3.627 0.18
H -0.621 1.309 -3.892 0.19
H 0.810 1.971 -3.086 0.19
Cl 4.816 1.480 -2.673 0.00
C 4.072 0.139 -1.861 -0.08
C 4.634 -1.122 -1.938 -0.20
C 3.996 -2.157 -1.276 -0.25
C 2.829 -1.881 -0.581 0.05
N 2.305 -0.664 -0.508 -0.46
C 2.912 0.342 -1.133 0.07
H 5.544 -1.280 -2.503 0.22
H 4.393 -3.163 -1.300 0.21
H 2.284 -2.660 -0.061 0.21
H 2.455 1.317 -1.046 0.24
```

***

ORCA calculation (ωB97M-V/def2-TZVPD) on an isolated ion of composition C25H28NO and charge +1 in a non-equilibrium geometry.

Calculated values
Structure (SMILES): CO[C@H](c1ccccc1)[N@@H+]1CCC[C@H]1C(c1ccccc1)c1ccccc1
Total charge: +1
Energy relative to the best compared isomer or geometry (same formula, charge and spin) in kJ/mol: 155.7
E_tot in Eh: -1099.12182

The geometry in XYZ format:
```
55
Properties=species:S:1:pos:R:3:nbo_charge:R:1
C -3.714 -1.413 -0.868 -0.25
O -2.829 -0.477 -1.487 -0.55
C -1.846 0.102 -0.639 0.23
C -2.176 1.584 -0.566 -0.08
C -2.713 2.251 0.547 -0.19
C -2.979 3.622 0.472 -0.20
C -2.707 4.359 -0.705 -0.19
C -2.334 3.636 -1.853 -0.18
C -2.038 2.260 -1.781 -0.23
H -4.148 -1.983 -1.706 0.21
H -3.188 -2.027 -0.137 0.18
H -4.503 -0.839 -0.338 0.19
H -1.770 -0.307 0.350 0.22
H -2.980 1.674 1.452 0.23
H -3.215 4.180 1.399 0.23
H -2.765 5.484 -0.693 0.24
H -2.101 4.206 -2.754 0.23
H -1.838 1.751 -2.719 0.21
C 5.038 -2.362 1.286 -0.20
C 5.012 -0.974 1.325 -0.18
C 3.881 -0.263 0.946 -0.20
C 2.757 -0.984 0.547 -0.03
C 1.469 -0.220 0.149 -0.30
C 0.694 0.179 1.435 -0.06
C 0.432 1.527 1.758 -0.22
C -0.339 1.827 2.887 -0.20
C -0.750 0.778 3.737 -0.21
C -0.389 -0.556 3.466 -0.22
C 0.326 -0.853 2.311 -0.18
C 0.595 -1.124 -0.727 0.02
C 1.344 -1.537 -2.041 -0.44
C 0.347 -1.517 -3.168 -0.43
C -0.850 -0.698 -2.725 -0.21
N -0.678 -0.362 -1.250 -0.44
C 2.764 -2.378 0.484 -0.19
C 3.913 -3.052 0.872 -0.21
H 5.937 -2.888 1.577 0.23
H 5.866 -0.401 1.639 0.23
H 3.801 0.829 0.971 0.22
H 1.745 0.694 -0.429 0.23
H 0.797 2.338 1.120 0.22
H -0.602 2.867 3.103 0.23
H -1.350 1.014 4.619 0.23
H -0.645 -1.371 4.158 0.23
H 0.635 -1.890 2.087 0.21
H 0.262 -2.054 -0.183 0.23
H 2.260 -0.953 -2.257 0.24
H 1.752 -2.570 -1.905 0.25
H 0.821 -1.104 -4.081 0.24
H -0.004 -2.529 -3.446 0.23
H -0.899 0.281 -3.216 0.22
H -1.737 -1.303 -2.835 0.26
H -0.154 0.620 -1.166 0.48
H 1.889 -2.947 0.150 0.19
H 3.905 -4.127 0.827 0.22
```

***

ORCA calculation (ωB97M-V/def2-TZVPD) on C5H10NOS as an isolated structure in a non-equilibrium geometry.

Calculated values
Total charge: +1
Energy relative to the best compared isomer or geometry (same formula, charge and spin) in kJ/mol: 252.0
E_tot in Eh: -724.34043

The geometry in XYZ format:
```
18
Properties=species:S:1:pos:R:3:nbo_charge:R:1
C -0.883 0.494 -0.066 0.45
C 1.077 -1.161 -1.640 -0.45
C 0.168 -2.121 -0.840 -0.40
C 0.592 -0.708 -0.348 -0.01
C -1.950 2.641 1.085 -0.71
N 1.630 -0.544 0.707 -0.71
O -1.929 0.245 -0.501 -0.49
S -0.417 1.641 1.143 0.21
H 2.036 -1.708 -1.599 0.23
H 0.641 -0.977 -2.575 0.26
H -0.869 -2.079 -1.165 0.25
H 0.629 -3.040 -0.471 0.24
H -1.856 3.626 0.477 0.26
H -1.949 3.065 2.100 0.26
H -2.658 2.000 0.617 0.27
H 1.845 -1.403 1.286 0.45
H 1.302 0.215 1.316 0.45
H 2.589 -0.187 0.474 0.45
```

***

ORCA calculation (ωB97M-V/def2-TZVPD) on C6H15N as an isolated structure in a non-equilibrium geometry.

Calculated values
Energy relative to the best compared isomer or geometry (same formula, charge and spin) in kJ/mol: 361.6
E_tot in Eh: -292.23129

The geometry in XYZ format:
```
22
Properties=species:S:1:pos:R:3:nbo_charge:R:1
C -1.404 -0.321 0.231 -0.10
C -0.111 -1.284 -0.846 -0.75
C -0.967 1.021 0.662 -0.66
C -2.626 -0.332 -0.649 -0.63
H -1.483 -1.022 1.061 0.20
H 0.168 1.082 0.603 0.24
H -2.830 -1.331 -1.039 0.21
H -3.507 -0.003 -0.092 0.22
H 0.803 -1.828 -0.607 0.23
H -0.143 -0.788 -1.813 0.21
H -0.765 -2.149 -0.927 0.21
H -1.304 1.828 0.009 0.21
H -1.235 1.222 1.699 0.22
H -2.492 0.335 -1.501 0.21
C 2.536 0.175 1.282 -0.69
C 1.899 0.572 -0.014 0.10
N 2.487 1.314 -0.846 -0.64
H 1.943 1.483 -1.693 0.33
H 0.977 -0.167 -0.357 0.21
H 2.638 -0.912 1.322 0.22
H 3.515 0.639 1.392 0.23
H 1.902 0.468 2.121 0.22
```

***

ORCA calculation (ωB97M-V/def2-TZVPD) on one molecule with the formula C4H5ClO in a non-equilibrium geometry.

Calculated values
Structure (SMILES): C=CC(=O)CCl
Energy relative to the best compared isomer or geometry (same formula, charge and spin) in kJ/mol: 22.0
E_tot in Eh: -690.81270

The geometry in XYZ format:
```
11
Properties=species:S:1:pos:R:3:nbo_charge:R:1
C -1.527 0.827 0.286 -0.43
C -0.079 0.581 -0.159 0.52
C 0.567 -0.727 0.031 -0.34
C 1.862 -0.908 -0.214 -0.28
H -1.845 1.761 -0.172 0.24
H -1.606 0.903 1.364 0.24
H -0.073 -1.489 0.467 0.22
H 2.458 -0.079 -0.639 0.22
H 2.330 -1.916 -0.120 0.21
O 0.573 1.523 -0.472 -0.51
Cl -2.660 -0.476 -0.372 -0.09
```

***

ORCA calculation (ωB97M-V/def2-TZVPD) on C6H10OS as an isolated structure in a non-equilibrium geometry.

Calculated values
Energy relative to the best compared isomer or geometry (same formula, charge and spin) in kJ/mol: 54.5
E_tot in Eh: -708.02953

The geometry in XYZ format:
```
18
Properties=species:S:1:pos:R:3:nbo_charge:R:1
C -0.630 -0.401 -0.427 0.25
C 0.508 -0.996 -1.280 -0.42
C 1.785 -0.275 -0.890 -0.41
C 1.301 1.161 -0.627 -0.42
C -0.062 1.008 0.037 -0.34
C -0.801 -0.988 0.986 -0.54
H -2.555 -0.111 -0.717 0.47
H 0.263 -0.721 -2.342 0.22
H 0.519 -2.081 -1.281 0.22
H 2.277 -0.742 0.005 0.21
H 2.531 -0.306 -1.689 0.22
H 1.965 1.809 -0.075 0.22
H 1.127 1.635 -1.621 0.21
H -0.840 1.750 -0.284 0.22
H -0.251 -1.912 1.199 0.22
H -1.880 -1.123 1.209 0.21
O -1.779 -0.359 -1.215 -0.71
S -0.096 0.476 1.783 0.18
```